{
  "formula": "C10H10N2P2",
  "method": "ωB97M-V with the def2-TZVPD basis set",
  "elements": ["C", "H", "C", "C", "N", "P", "H", "H", "H", "C", "C", "H", "C", "H", "C", "H", "C", "P", "H", "H", "C", "H", "C", "N"],
  "xyz": [[-2.449, 2.210, -0.208], [4.609, -0.636, 1.091], [2.876, 0.140, -0.091], [2.945, -1.899, 1.138], [1.706, -2.217, 0.848], [-0.733, -2.101, -0.492], [-4.700, 0.051, 0.981], [-0.091, -3.378, -0.693], [3.342, 1.053, -0.379], [1.037, -1.459, 0.008], [3.602, -0.738, 0.746], [-2.401, 3.187, -0.643], [-2.619, -0.465, 0.340], [3.420, -2.712, 1.753], [-3.754, 0.369, 0.654], [-0.487, 1.627, -0.784], [-3.688, 1.679, 0.391], [-2.497, -2.253, 0.646], [-4.522, 2.307, 0.587], [-0.714, -1.600, -1.942], [-1.501, 1.342, -0.561], [1.051, 0.468, -1.275], [1.615, -0.271, -0.570], [-1.561, 0.013, -0.276]],
  "e_lumo_ev": 0.619,
  "largest_force_ev_per_a": 3.7,
  "e_above_lowest_ev": 0.000,
  "charge": 0,
  "energy_ev": -32087.086
}

***

{
  "formula": "C10H10N4",
  "method": "ωB97M-V with the def2-TZVPD basis set",
  "elements": ["C", "N", "H", "H", "N", "H", "H", "H", "N", "C", "H", "N", "H", "C", "H", "H", "C", "C", "C", "H", "C", "C", "C", "C"],
  "xyz": [[0.038, -1.070, 0.057], [-0.926, -0.247, -0.662], [-4.233, -0.630, 2.120], [4.966, 1.223, 0.167], [-3.005, 0.533, -1.208], [-0.293, -1.207, 1.106], [0.668, 1.565, 0.628], [0.112, -2.060, -0.367], [-4.744, 0.391, 0.408], [3.812, -0.526, -0.259], [4.695, -1.102, -0.528], [-2.632, -0.623, 0.874], [-4.939, 1.236, -1.497], [3.954, 0.788, 0.143], [-0.743, 0.032, -1.617], [2.414, -2.146, -0.684], [2.546, -1.140, -0.329], [-3.886, -0.260, 1.167], [-2.233, -0.146, -0.321], [2.921, 2.596, 0.685], [1.397, -0.407, 0.029], [-4.250, 0.742, -0.796], [1.555, 0.933, 0.423], [2.807, 1.526, 0.464]],
  "e_lumo_ev": 0.820,
  "largest_force_ev_per_a": 1.5,
  "e_above_lowest_ev": 0.000,
  "charge": 0,
  "smiles": "c1ccc(CNc2ncncn2)cc1",
  "energy_ev": -16493.111
}

***

{
  "formula": "C10H10NO2S",
  "method": "ωB97M-V with the def2-TZVPD basis set",
  "elements": ["H", "C", "H", "C", "C", "H", "H", "C", "C", "S", "O", "C", "C", "H", "H", "N", "C", "O", "H", "H", "H", "H", "C", "C"],
  "xyz": [[-3.280, 2.464, 0.275], [-1.588, -0.487, 0.051], [4.632, 0.331, 1.160], [4.094, 1.126, -0.655], [-2.740, -1.293, -0.141], [4.462, 0.341, -1.385], [-5.013, -1.288, -0.216], [-4.023, -0.782, -0.022], [-4.215, 0.587, -0.016], [1.296, -2.907, -0.369], [-0.241, -2.288, -0.378], [-3.137, 1.404, 0.065], [3.676, 0.478, 0.617], [-1.020, 1.525, 0.128], [-5.132, 1.103, -0.032], [0.820, -0.384, 0.234], [-1.868, 0.870, 0.267], [3.091, -0.828, 0.390], [2.993, 1.096, 1.108], [-2.680, -2.314, 0.009], [3.311, 1.763, -1.056], [4.984, 1.662, -0.300], [1.868, -1.088, 0.198], [-0.290, -1.091, 0.070]],
  "e_lumo_ev": -4.996,
  "largest_force_ev_per_a": 3.6,
  "e_above_lowest_ev": 0.622,
  "charge": 1,
  "energy_ev": -26943.353
}

***

{
  "formula": "C10H10NO4S",
  "method": "ωB97M-V with the def2-TZVPD basis set",
  "elements": ["H", "H", "H", "H", "C", "H", "S", "H", "C", "N", "C", "O", "C", "C", "H", "H", "C", "H", "H", "C", "C", "O", "O", "O", "C", "C"],
  "xyz": [[0.341, 2.648, 0.956], [-0.140, -0.262, 3.305], [1.864, 1.045, 3.315], [0.884, -1.400, 1.668], [0.682, -0.386, 1.315], [-1.994, -0.981, 1.049], [1.425, 2.717, 1.742], [-0.959, 0.812, 2.185], [-0.214, -0.756, -2.461], [-2.265, -1.553, -3.505], [0.931, 1.509, 2.992], [1.585, 0.203, -1.328], [0.495, -0.310, -1.237], [-0.173, -0.520, 0.091], [3.567, 0.606, 0.206], [0.483, 1.994, 3.857], [-1.502, -1.083, -2.393], [0.358, -0.794, -3.377], [1.650, 0.041, 1.046], [-2.264, -0.989, -1.114], [-2.147, -0.996, -4.582], [4.459, 0.469, 0.547], [-3.476, -1.057, -1.107], [-1.992, -0.535, -5.634], [0.018, 0.414, 2.460], [-1.474, -0.833, 0.111]],
  "e_lumo_ev": 0.965,
  "largest_force_ev_per_a": 0.7,
  "charge": -1,
  "energy_ev": -31045.548
}

***

{
  "formula": "C10H10O2",
  "method": "ωB97M-V with the def2-TZVPD basis set",
  "elements": ["C", "O", "C", "H", "H", "O", "H", "C", "H", "H", "H", "C", "H", "H", "C", "C", "H", "C", "C", "H", "C", "C"],
  "xyz": [[-0.092, 2.544, -2.334], [1.592, -1.678, 0.590], [1.222, -2.201, 1.901], [-1.948, 1.349, -2.208], [1.067, 2.283, -0.601], [-0.092, -2.021, 2.094], [-2.793, -0.588, 1.677], [0.356, -0.056, -0.674], [-0.143, 3.286, -3.233], [1.218, 0.259, -1.497], [-2.452, 1.617, 0.206], [-1.755, 0.621, 0.131], [1.745, 1.370, -2.227], [1.634, -1.597, 2.655], [-0.998, 1.657, -1.923], [1.269, 2.499, -1.720], [1.766, 3.415, -1.756], [0.506, -0.865, 0.359], [-0.721, 0.789, -0.774], [1.605, -3.083, 1.815], [-1.667, -0.393, 1.117], [-0.404, -1.048, 1.199]],
  "e_lumo_ev": 0.829,
  "largest_force_ev_per_a": 10.4,
  "e_above_lowest_ev": 6.947,
  "charge": 0,
  "smiles": "C/C=C\\c1ccc2c(c1)OCO2",
  "energy_ev": -14620.999
}

***

{
  "formula": "C10H10O4",
  "method": "ωB97M-V with the def2-TZVPD basis set",
  "elements": ["O", "H", "H", "H", "O", "H", "C", "C", "H", "O", "C", "C", "H", "C", "H", "O", "H", "C", "C", "H", "C", "C", "C", "H"],
  "xyz": [[-1.009, 2.481, 0.200], [2.650, 0.268, 1.540], [0.365, 1.845, -1.547], [0.255, -3.091, -0.706], [1.631, 1.580, 0.991], [-2.277, -2.664, 0.012], [1.202, 0.808, -0.158], [-2.943, -0.720, 0.255], [2.579, -2.448, -0.831], [3.059, -0.448, 1.060], [-0.302, 0.210, -0.020], [2.352, -0.361, -0.232], [1.216, 2.444, 0.842], [-1.937, -1.623, 0.161], [-1.832, 2.992, 0.402], [1.245, 1.582, -1.302], [3.133, -0.154, -1.016], [-1.254, 1.166, 0.084], [-0.618, -1.199, -0.024], [-3.314, 1.553, 0.475], [-2.591, 0.673, 0.155], [1.829, -1.760, -0.519], [0.562, -2.116, -0.341], [-3.998, -1.019, 0.520]],
  "e_lumo_ev": 0.300,
  "largest_force_ev_per_a": 4.3,
  "e_above_lowest_ev": 0.980,
  "charge": 0,
  "smiles": "Oc1cccc2c1C(O)(O)[C@@H](O)C=C2",
  "energy_ev": -18720.266
}

***

{
  "formula": "C10H10O5",
  "method": "ωB97M-V with the def2-TZVPD basis set",
  "elements": ["O", "H", "H", "H", "C", "H", "O", "O", "O", "C", "C", "H", "C", "H", "H", "C", "C", "C", "C", "H", "O", "H", "C", "H", "C"],
  "xyz": [[-0.706, 2.710, -1.308], [1.190, -2.157, 2.140], [2.656, -2.294, -1.080], [1.021, 1.564, 1.762], [-1.985, -1.114, 1.537], [-2.745, -0.061, -0.077], [1.104, 1.980, -2.501], [0.528, 1.695, 1.015], [0.893, -0.555, -2.016], [-0.652, -0.397, -0.331], [1.332, 1.633, -0.122], [0.470, 2.249, -3.192], [-0.290, 0.254, -1.545], [-0.993, -2.169, 3.090], [1.502, 0.179, -2.334], [0.341, 1.700, -1.287], [-0.822, -1.575, 2.167], [0.391, -1.711, 1.512], [-1.884, -0.413, 0.356], [-0.831, 2.701, -0.356], [2.812, -1.387, -0.720], [-2.967, -1.193, 2.069], [0.440, -1.064, 0.233], [-1.112, 0.303, -2.346], [1.613, -0.818, -0.475]],
  "e_lumo_ev": 0.491,
  "largest_force_ev_per_a": 4.9,
  "e_above_lowest_ev": 1.539,
  "charge": 0,
  "energy_ev": -20762.545
}

***

{
  "formula": "C10H10S2",
  "method": "ωB97M-V with the def2-TZVPD basis set",
  "elements": ["C", "H", "H", "C", "H", "S", "C", "C", "C", "H", "H", "H", "C", "C", "C", "H", "C", "S", "C", "H", "H", "H"],
  "xyz": [[-2.731, -1.361, 0.402], [1.990, 1.179, -1.450], [-4.291, -0.475, -0.715], [1.505, 1.188, 0.772], [-2.802, 1.186, -1.890], [4.132, 1.137, -0.444], [0.825, -0.181, 0.881], [-2.434, 0.580, -1.089], [-0.579, -0.219, 0.295], [4.358, -0.169, -0.111], [-1.108, -1.707, 1.689], [2.166, 1.423, 1.536], [-1.429, -1.172, 0.839], [2.335, 0.777, -0.450], [-3.230, -0.428, -0.480], [0.806, 2.006, 0.548], [1.967, -0.617, -0.280], [2.571, -2.043, -0.505], [-1.076, 0.562, -0.698], [-0.432, 1.202, -1.451], [-3.406, -2.018, 0.916], [0.862, -0.849, 1.686]],
  "e_lumo_ev": -0.387,
  "largest_force_ev_per_a": 5.0,
  "e_above_lowest_ev": 1.103,
  "charge": 0,
  "smiles": "S=C1[C@H](S)C[C@H]1c1ccccc1",
  "energy_ev": -32200.365
}

***

{
  "formula": "C10H11ClO2S",
  "method": "ωB97M-V with the def2-TZVPD basis set",
  "elements": ["C", "C", "H", "H", "C", "C", "C", "H", "H", "S", "H", "H", "H", "O", "C", "H", "H", "H", "O", "Cl", "C", "C", "H", "C", "C"],
  "xyz": [[-1.025, 0.792, 0.488], [-1.414, -0.563, 0.531], [0.371, -0.681, -3.875], [2.118, -1.858, -1.378], [-0.066, 1.224, -0.571], [-1.657, 1.657, 1.348], [-3.056, -0.103, 2.236], [-1.112, -0.593, -3.040], [0.871, 1.583, -0.161], [-0.548, -1.695, -0.649], [-1.440, 2.714, 1.360], [-2.472, -2.074, 1.571], [2.006, -0.884, -0.065], [0.264, -2.681, 0.056], [0.491, -0.475, -1.616], [-3.215, 1.933, 2.750], [2.679, -0.060, -1.547], [-3.748, -0.330, 2.988], [-1.630, -2.238, -1.435], [-0.823, 2.393, -1.679], [-0.081, -0.200, -3.032], [1.868, -0.781, -1.221], [-0.137, 0.866, -3.097], [-2.635, 1.199, 2.242], [-2.387, -1.015, 1.406]],
  "e_lumo_ev": 0.480,
  "largest_force_ev_per_a": 3.8,
  "e_above_lowest_ev": 0.211,
  "charge": 0,
  "energy_ev": -37998.339
}